(1)
Formula: C39H60F3KN9OPSSi2
Source: OMol25
Level of theory: wB97M-V/def2-TZVPD

Each line ends with the Mulliken charge.
Cartesian coordinates (Å):
K (0.9603, 0.6301, 0.1233)  1.520
C (-3.2740, -3.4790, -0.8005)  -0.783
N (-2.3868, -2.4699, -1.2251)  0.266
C (-2.6856, -1.4592, -2.1143)  -1.169
C (-1.5568, -0.6309, -2.0807)  -0.206
N (-0.6892, -1.0828, -1.1744)  1.176
C (-1.1933, -2.2053, -0.6887)  -0.544
P (-0.6677, -3.1770, 0.7385)  -0.711
C (-1.2124, -2.1504, 2.0815)  0.000
N (-1.2282, -0.8154, 2.0614)  0.731
C (-2.0852, -0.4450, 3.0590)  -0.726
C (-2.6455, -1.5428, 3.6163)  -1.140
N (-2.0663, -2.6317, 3.0293)  0.560
C (-2.1017, -3.9647, 3.5844)  -1.052
C (1.1156, -3.0165, 0.5619)  -0.466
N (1.8586, -2.0285, 0.1492)  0.765
C (3.1487, -2.5277, -0.0521)  -1.005
C (3.1884, -3.8121, 0.2914)  -0.787
N (1.9157, -4.1726, 0.6484)  0.642
C (1.5524, -5.5405, 0.9915)  -1.063
H (-4.1030, -3.6300, -1.5221)  0.328
H (-3.8223, -3.2653, 0.1864)  0.112
H (-2.6687, -4.3782, -0.5687)  0.333
H (-3.5983, -1.3634, -2.6927)  0.412
H (-1.3326, 0.3098, -2.5698)  0.127
H (-2.2994, 0.5506, 3.3411)  0.659
H (-3.2234, -1.5500, 4.5128)  0.565
H (-1.3427, -4.0548, 4.3650)  0.304
H (-1.9095, -4.7154, 2.8023)  0.355
H (-3.0834, -4.1337, 4.0228)  0.397
H (3.9963, -1.8744, -0.2477)  0.537
H (4.0780, -4.4358, 0.3830)  0.382
H (1.5381, -6.1870, 0.1366)  0.328
H (0.5402, -5.5457, 1.4648)  0.208
H (2.2594, -5.9659, 1.6338)  0.480
F (6.3052, -3.2264, 3.5964)  -0.347
C (5.3736, -2.2446, 3.6559)  0.604
F (5.6011, -1.5516, 2.5318)  -0.186
F (5.7021, -1.4470, 4.6572)  -0.269
C (4.0286, -2.9172, 3.7451)  -0.036
C (4.0452, -4.2824, 3.9247)  -0.181
C (2.8553, -5.0460, 3.9674)  -1.053
C (1.7092, -4.3051, 3.7672)  -0.064
N (1.6796, -2.9980, 3.6411)  -0.104
C (2.7709, -2.2235, 3.6381)  0.178
S (2.6778, -0.5149, 3.5456)  -0.599
H (4.9627, -4.7762, 4.1545)  0.496
H (2.9120, -6.1565, 4.0886)  0.419
H (0.7672, -4.8286, 3.6571)  0.287
N (0.4273, 2.0676, 3.6959)  -0.188
C (0.3356, 3.0061, 2.6985)  0.571
N (-0.4844, 4.1139, 2.9348)  -0.476
O (0.9531, 2.8739, 1.6663)  -0.647
H (-0.3048, 2.0986, 4.3540)  0.155
H (0.9127, 1.2105, 3.5978)  0.028
H (-1.0983, 4.0611, 3.7090)  0.213
H (-0.7967, 4.5442, 2.0653)  0.223
C (-0.2985, 3.7726, -3.5113)  -2.044
C (0.4514, 2.7608, -4.3716)  2.492
C (1.1311, 3.5860, -5.5010)  -1.898
C (-0.5426, 1.8530, -5.0645)  -1.972
Si (1.6467, 1.7939, -3.1115)  -1.618
C (3.3212, 2.9031, -2.8969)  2.479
C (4.0672, 2.2538, -1.7110)  -1.892
C (4.3149, 2.9090, -4.1282)  -1.872
C (2.9997, 4.3762, -2.5355)  -1.903
C (2.3034, 0.1995, -4.2092)  2.609
C (3.4733, -0.5364, -3.5996)  -1.903
C (1.1379, -0.8232, -4.2840)  -1.732
C (2.6834, 0.4530, -5.7186)  -1.686
H (-1.0499, 4.2956, -4.1384)  0.511
H (0.4020, 4.5325, -3.1329)  0.314
H (-0.7665, 3.3473, -2.6567)  0.323
H (0.4014, 3.9108, -6.2157)  0.548
H (1.7946, 2.9879, -6.0793)  0.301
H (1.7045, 4.4220, -5.1301)  0.323
H (-1.4694, 2.3601, -5.3508)  0.601
H (-0.8902, 1.0746, -4.3513)  0.102
H (-0.0518, 1.3485, -5.8900)  0.322
H (4.4739, 1.3328, -2.0305)  0.367
H (3.3682, 2.0471, -0.9108)  0.218
H (4.8642, 2.8793, -1.3083)  0.435
H (4.7229, 1.9121, -4.4239)  0.315
H (5.1821, 3.4867, -3.8191)  0.574
H (3.9361, 3.3737, -5.0170)  0.241
H (2.3787, 4.5456, -1.5990)  0.175
H (2.4090, 4.8734, -3.3190)  0.320
H (3.9269, 4.9485, -2.4187)  0.504
H (3.2988, -0.7904, -2.5274)  0.133
H (4.3690, 0.0952, -3.7054)  0.343
H (3.7439, -1.4723, -4.1386)  0.492
H (0.7682, -1.0042, -3.2727)  -0.134
H (1.4970, -1.7263, -4.7825)  0.619
H (0.3088, -0.4086, -4.9150)  0.353
H (3.5404, 1.1819, -5.9192)  0.143
H (1.8722, 0.8771, -6.3317)  0.317
H (2.9028, -0.5099, -6.1878)  0.537
C (-6.8015, 3.3303, 4.7906)  -1.217
Si (-5.0114, 3.2282, 4.0777)  -0.481
C (-5.2232, 4.5797, 2.6973)  -1.190
C (-5.1663, 1.7485, 2.8562)  0.749
C (-5.9812, 0.6439, 3.1105)  -0.216
C (-5.9606, -0.5314, 2.3504)  -0.976
C (-5.0988, -0.6076, 1.2470)  -0.135
C (-4.2613, 0.4902, 0.9795)  -0.239
C (-4.3075, 1.6277, 1.7760)  -0.541
H (-7.4943, 3.1963, 3.9499)  0.308
H (-6.8939, 4.3435, 5.1879)  0.342
H (-7.0299, 2.6252, 5.5917)  0.294
H (-6.1926, 4.4380, 2.1739)  0.299
H (-4.3550, 4.5691, 2.0904)  0.254
H (-5.3603, 5.5311, 3.1673)  0.404
H (-6.6669, 0.6898, 3.9583)  0.219
H (-6.6433, -1.3331, 2.5600)  0.419
H (-5.0115, -1.5360, 0.6696)  0.308
H (-3.5057, 0.3935, 0.1910)  0.393
H (-3.6723, 2.4545, 1.4493)  0.092

Forces on the atoms, in the same order (eV/Å):
0.10 0.10 0.30
-1.72 -1.41 1.71
-1.23 1.17 -1.15
1.18 0.90 -0.22
-1.62 -0.03 -0.20
0.67 -0.86 0.53
0.76 0.60 0.74
0.62 -0.71 -0.31
-0.21 1.56 -0.17
0.04 -0.46 0.09
0.40 -0.58 -0.65
0.62 0.02 0.83
-0.37 0.01 0.18
0.07 -0.23 -0.17
1.54 -1.40 -0.27
0.75 0.36 -0.41
-0.72 2.19 0.53
0.26 -1.28 0.34
-0.23 -0.26 0.13
-1.81 0.91 -0.32
0.85 -0.16 0.14
0.94 0.18 -1.20
-0.68 0.17 -0.54
0.18 -0.34 0.29
-0.27 -0.25 -0.17
-0.06 0.87 -0.05
-0.47 -0.46 0.19
-0.02 -0.06 -0.05
-0.08 0.30 0.24
-0.03 -0.06 -0.04
-0.42 -0.13 -0.18
-0.63 -0.12 -0.04
-0.27 -0.15 -0.88
0.92 -0.06 -0.38
0.99 -0.32 1.26
1.02 -0.28 0.41
-0.35 -0.43 -0.91
-0.45 0.34 -0.38
0.06 0.27 0.80
-0.25 0.11 -0.09
-1.04 -0.47 0.62
1.22 -0.13 -0.01
0.29 -0.49 0.08
-1.36 0.32 -0.20
0.92 0.22 0.11
0.05 -0.36 -0.02
0.50 -0.25 -0.23
-0.31 1.18 -0.07
-0.33 0.04 0.17
-0.74 2.08 -0.16
-0.37 -0.58 0.82
1.28 -0.70 -1.02
0.53 0.26 -1.23
-0.62 -0.24 0.93
0.64 -0.90 -0.46
-0.90 0.12 0.44
-0.01 -0.16 0.68
0.37 0.97 -0.83
0.77 0.95 -0.39
-0.07 -0.60 0.80
-0.40 -0.90 1.27
0.42 -0.53 -0.20
0.00 -0.11 -0.66
-0.70 1.01 -0.28
0.13 -0.60 1.19
-0.82 0.11 0.36
-0.62 0.23 -1.53
0.82 0.05 0.53
-0.37 1.17 -0.44
0.42 1.16 -0.07
0.09 -0.08 0.28
-0.30 -0.15 -0.05
-0.57 -0.53 0.70
-0.78 0.67 -0.40
0.74 -0.65 -0.38
0.03 0.36 0.10
0.16 0.31 -0.45
0.17 0.30 -0.49
-0.34 -0.05 -0.30
0.59 -1.08 -0.16
-0.11 0.02 0.35
0.21 0.20 -0.04
-0.56 0.67 0.45
0.45 0.32 0.03
-0.49 0.28 -0.45
0.79 -0.65 -0.84
0.36 -0.13 0.06
0.10 0.03 0.09
0.20 0.19 -0.64
-0.10 -0.28 0.43
-0.45 0.23 0.15
-0.03 -0.36 -0.18
-0.03 -0.33 0.16
0.68 -0.62 0.70
-0.89 -1.18 0.52
-0.04 -0.19 0.45
0.33 -0.16 -0.09
0.15 -0.06 -0.24
0.32 0.11 -0.17
-1.58 -0.57 0.96
-0.05 -0.17 0.72
-0.39 -0.61 0.22
0.49 0.92 -0.72
0.29 0.17 0.40
-0.09 -0.84 -0.11
0.24 -0.04 -1.28
-0.22 0.04 0.19
-0.19 0.04 0.05
-0.03 -0.02 -0.02
0.66 -0.25 -0.31
0.60 0.22 -0.98
0.37 0.91 0.38
0.08 -0.02 -0.10
-0.18 -0.34 0.20
-0.12 0.45 0.11
-0.36 0.18 0.14
0.03 -0.09 0.41

Calculated values
strongest force on any atom	2.81	eV/Å
energy relative to the best compared isomer or geometry (same formula, charge and spin)	0.118	eV
charge	-2
molecular weight	886.28	g mol⁻¹
frontier orbital gap	4.688	eV
E_HOMO	-1.2	eV
electronic energy	-4308.24498	a.u.

(2)
Formula: C39H60F7N7O21PS
Source: OMol25
Level of theory: wB97M-V/def2-TZVPD

Each line ends with the Mulliken charge.
Cartesian coordinates (Å):
C (1.0452, 3.8563, 5.4500)  -1.356
C (0.4556, 4.0821, 4.0162)  0.226
C (1.4576, 3.5744, 2.9545)  -0.343
C (0.8091, 3.0732, 1.6486)  -0.661
C (-0.2417, 1.9837, 1.9261)  -0.295
C (-0.6638, 1.1842, 0.6867)  -2.275
C (0.3788, 0.1769, 0.1544)  -1.078
C (0.7480, -0.9789, 1.1036)  2.795
C (1.9012, -0.4135, 2.0195)  -2.367
O (2.7927, 0.1396, 1.5091)  -0.518
N (1.8699, -0.5049, 3.4150)  0.433
C (3.1130, -0.2758, 4.0369)  0.244
O (3.7871, -1.0462, 4.5273)  -0.425
F (3.4592, 1.0034, 4.0762)  -0.118
N (-0.3759, -1.4806, 1.9275)  0.499
N (-0.9837, -0.8110, 3.0269)  -0.643
C (-0.8522, -2.6227, 1.6246)  -0.982
C (-0.0550, -3.1778, 0.4565)  0.761
C (0.0335, -4.7063, 0.7459)  -2.234
C (0.4080, -5.5915, -0.4691)  0.913
N (1.7971, -6.0218, -0.3759)  -0.427
N (-0.4117, -6.8202, -0.3026)  -0.766
N (0.1023, -4.9830, -1.7757)  -0.432
C (1.2450, -2.3225, 0.4204)  1.728
C (1.5542, -2.2428, -1.1324)  -2.217
C (2.6783, -1.2598, -1.5326)  -1.253
N (3.2820, -1.6796, -2.8101)  0.393
C (3.1791, -0.6423, -3.8411)  -0.527
C (1.7879, -0.5986, -4.5073)  -1.292
C (4.6052, -2.1527, -2.6133)  0.563
C (5.8506, -1.3398, -2.9809)  -1.258
O (4.7407, -3.2226, -2.1296)  -0.551
P (2.7919, -3.1124, 1.0992)  0.013
S (2.6175, -3.7455, 2.9378)  -0.386
H (0.5379, 2.9930, 5.8992)  0.279
H (2.1146, 3.6237, 5.4315)  0.272
H (0.8746, 4.7138, 6.1061)  0.384
H (0.2803, 5.1578, 3.9238)  0.397
H (-0.5068, 3.5648, 4.0073)  -0.053
H (2.1413, 4.4033, 2.7486)  0.467
H (2.0090, 2.7382, 3.4001)  -0.206
H (1.5929, 2.7342, 0.9579)  0.388
H (0.3148, 3.9425, 1.1916)  0.321
H (0.1044, 1.3807, 2.7708)  0.423
H (-1.1414, 2.4982, 2.2791)  0.468
H (-1.6475, 0.7189, 0.8424)  0.297
H (-0.8204, 1.9202, -0.1127)  0.711
H (1.2410, 0.7356, -0.2057)  0.497
H (-0.0745, -0.2911, -0.7332)  0.611
H (1.4167, -1.3430, 3.7610)  0.390
H (-0.8961, -1.3426, 3.8852)  0.338
H (-1.9506, -0.6386, 2.7642)  0.140
H (-1.6670, -3.0881, 2.1659)  0.582
H (-0.7293, -3.0899, -0.4065)  0.440
H (0.6945, -4.9662, 1.5764)  0.185
H (-0.9733, -5.0268, 1.0486)  0.614
H (2.1296, -6.3861, -1.2619)  0.272
H (1.8697, -6.7129, 0.3617)  0.294
H (-1.3961, -6.6042, -0.4250)  0.161
H (-0.0903, -7.5566, -0.9197)  0.266
H (-0.7860, -5.3575, -2.0913)  0.193
H (0.7668, -5.3437, -2.4588)  0.325
H (0.6393, -2.0488, -1.6946)  0.530
H (1.9104, -3.2379, -1.4061)  0.700
H (2.2009, -0.2959, -1.7405)  0.299
H (3.4139, -1.0610, -0.7475)  0.441
H (3.9111, -0.8024, -4.6366)  0.678
H (3.3641, 0.3748, -3.4523)  0.293
H (1.9299, -0.2281, -5.5378)  0.349
H (1.1065, 0.1116, -4.0240)  0.279
H (1.3167, -1.5861, -4.5525)  0.275
H (6.5929, -1.5611, -2.2163)  0.415
H (6.1901, -1.6678, -3.9662)  0.328
H (5.5957, -0.2765, -2.9926)  0.345
H (3.1688, -4.1127, 0.1723)  0.249
H (3.8344, -2.1564, 1.0538)  0.187
C (-5.9809, -1.0979, 4.3953)  -0.407
C (-4.4934, -0.9609, 4.2066)  0.438
O (-4.1113, -0.1330, 5.2791)  -0.231
C (-5.0132, -0.3688, 6.2915)  0.527
O (-4.8518, -0.0529, 7.4163)  -0.474
O (-6.1076, -1.0237, 5.8155)  -0.315
F (-4.1924, -0.3253, 3.0388)  -0.292
H (-6.5317, -0.2752, 3.9359)  0.285
H (-6.3703, -2.0400, 4.0152)  0.310
H (-3.9444, -1.9057, 4.2597)  0.127
C (6.9390, 4.9797, 1.8656)  -0.452
C (5.7568, 4.7424, 2.7671)  0.407
O (4.6610, 5.1253, 1.9536)  -0.256
C (5.0432, 4.8891, 0.6618)  0.643
O (4.2985, 4.8390, -0.2583)  -0.516
O (6.3876, 4.7112, 0.5749)  -0.317
F (5.7952, 5.5457, 3.8568)  -0.293
H (7.2888, 6.0125, 1.9061)  0.276
H (7.7731, 4.3153, 2.0803)  0.293
H (5.6306, 3.7049, 3.0842)  0.214
C (-3.8500, 6.3526, 2.5221)  -0.572
C (-2.5192, 6.1378, 1.8526)  0.422
O (-2.3532, 4.7272, 1.9440)  -0.012
C (-3.6056, 4.1957, 1.9506)  0.619
O (-3.8480, 3.0475, 1.7486)  -0.530
O (-4.5416, 5.1391, 2.2065)  -0.356
F (-1.5188, 6.7428, 2.5341)  -0.312
H (-3.7582, 6.4470, 3.6053)  0.328
H (-4.3809, 7.2192, 2.1348)  0.322
H (-2.4842, 6.4424, 0.8058)  0.163
C (2.8548, -2.5033, -9.5074)  -0.428
C (1.8372, -1.4366, -9.8142)  0.311
O (1.7981, -0.6904, -8.6095)  -0.278
C (3.0322, -0.8104, -8.0408)  0.664
O (3.4405, -0.1138, -7.1712)  -0.518
O (3.7336, -1.8264, -8.6047)  -0.306
F (0.6130, -1.9686, -10.0421)  -0.282
H (2.4113, -3.3650, -9.0058)  0.272
H (3.3881, -2.8449, -10.3915)  0.264
H (2.1070, -0.7780, -10.6417)  0.306
C (-5.6431, 4.6425, -0.9412)  -0.432
C (-6.0214, 4.9483, -2.3668)  0.294
O (-5.6953, 6.3223, -2.4884)  -0.327
C (-4.6705, 6.5558, -1.6203)  0.530
O (-3.9742, 7.5136, -1.6360)  -0.489
O (-4.5443, 5.5339, -0.7284)  -0.149
F (-7.3498, 4.7915, -2.5711)  -0.286
H (-6.4440, 4.8781, -0.2388)  0.266
H (-5.3409, 3.6075, -0.7955)  0.284
H (-5.4690, 4.3759, -3.1148)  0.282
C (-4.7731, -6.4878, -1.9660)  -0.425
C (-5.7771, -5.3930, -2.2145)  0.282
O (-5.7368, -4.6554, -0.9994)  -0.307
C (-4.4869, -4.8099, -0.4957)  0.581
O (-4.0116, -4.1312, 0.3594)  -0.467
O (-3.8342, -5.8368, -1.0989)  -0.247
F (-7.0192, -5.8902, -2.3862)  -0.275
H (-5.2091, -7.3445, -1.4506)  0.276
H (-4.2916, -6.8338, -2.8777)  0.300
H (-5.5310, -4.7328, -3.0486)  0.282

Forces on the atoms, in the same order (eV/Å):
-0.47 -0.22 -0.27
0.77 -0.01 1.07
-0.70 -0.15 -0.02
-0.09 0.49 0.27
0.02 0.64 -0.04
0.37 0.17 0.28
-1.71 -0.27 -0.57
2.01 0.48 1.16
-2.48 -0.72 1.79
2.67 1.46 -2.08
-0.79 -0.35 -0.62
-1.71 2.63 -1.12
2.47 -3.66 2.11
-0.50 0.79 -0.52
-1.71 -0.36 1.65
0.17 0.89 -0.56
2.10 -0.08 -2.00
-0.75 -1.81 2.31
-0.34 -0.10 -0.81
-0.76 -1.87 -0.06
-0.09 1.04 -0.41
0.10 0.44 0.69
0.59 0.08 0.02
-0.83 0.44 -2.53
1.04 0.45 0.90
-1.19 0.09 -0.64
0.88 1.28 -0.25
-0.74 0.56 -0.51
0.19 0.25 -0.38
0.06 1.16 -0.91
-1.14 0.17 0.01
0.30 -2.33 1.55
0.19 -0.41 1.16
-0.25 -0.13 0.13
0.21 0.13 0.08
-0.10 0.21 -0.03
0.07 -0.12 -0.06
-0.15 -0.20 -0.40
0.08 0.16 -0.34
0.17 -0.32 -0.06
0.09 0.20 -0.14
-0.11 0.01 0.11
0.06 -0.27 -0.22
-0.10 -0.18 -0.27
0.08 -0.20 0.04
0.21 -0.08 0.00
-0.04 -0.21 0.02
0.25 -0.40 0.44
0.14 0.13 0.11
0.34 -0.05 0.14
0.03 -0.14 -0.19
0.06 0.19 0.32
-0.05 0.10 -0.12
0.53 0.27 -0.24
-0.05 0.27 -0.13
0.15 0.13 -0.08
0.05 -0.20 0.21
0.13 0.00 -0.13
0.00 -0.34 -0.09
-0.23 0.11 -0.12
-0.03 0.15 0.15
0.04 0.31 0.04
0.18 -0.01 -0.03
-0.26 0.09 -0.10
0.22 -0.07 0.16
-0.02 -0.25 -0.10
-0.01 -0.26 0.25
0.22 -0.27 0.08
-0.22 -0.17 0.52
0.06 -0.25 0.12
0.13 0.10 0.05
0.05 0.00 -0.20
0.13 0.18 0.12
0.37 -0.08 -0.14
-0.30 0.46 -0.02
-0.45 -0.06 -0.44
-0.46 -0.32 -0.11
-0.09 0.52 -0.04
-0.13 -0.54 0.05
-0.26 0.17 0.49
0.05 0.04 -0.13
0.47 0.13 -0.18
0.26 -0.12 -0.10
0.20 0.08 -0.07
-0.03 -0.04 0.22
0.04 0.02 -0.17
0.51 -0.13 -0.09
-0.12 0.46 0.27
0.38 -0.46 -0.25
-0.20 0.12 -0.38
0.03 0.02 0.10
-0.32 0.02 0.25
-0.08 -0.07 0.04
-0.16 0.03 0.14
-0.06 -0.09 -0.20
-0.04 0.06 0.13
-0.40 0.38 0.02
0.39 0.19 0.26
-0.53 0.08 -0.31
-0.11 -0.24 0.04
0.05 0.04 0.00
0.35 -0.19 0.02
0.05 -0.07 -0.05
0.19 -0.04 -0.03
-0.13 -0.18 -0.12
0.10 0.03 0.04
0.35 -0.34 -0.24
-0.44 -0.18 0.11
0.51 0.01 -0.19
0.20 0.09 0.24
-0.01 -0.13 -0.10
-0.33 0.23 0.00
-0.02 0.09 -0.01
-0.18 0.11 -0.01
0.18 0.12 0.11
-0.14 -0.01 -0.03
0.09 -0.46 0.35
-0.47 0.20 0.03
0.50 -0.34 0.17
0.11 0.41 -0.02
-0.06 -0.07 0.13
-0.13 0.06 -0.31
0.03 0.00 -0.09
-0.10 0.06 -0.16
0.21 0.11 0.06
-0.12 -0.01 -0.07
0.29 -0.42 -0.27
-0.53 -0.24 0.08
0.63 0.03 -0.17
0.05 0.14 0.34
0.07 -0.08 -0.04
-0.21 0.26 -0.01
0.02 0.11 0.01
-0.18 0.13 0.01
0.19 0.12 0.10
-0.12 0.01 0.00

Calculated values
strongest force on any atom	4.90	eV/Å
charge	+1
molecular weight	1158.96	g mol⁻¹
frontier orbital gap	7.498	eV
E_HOMO	-11.1	eV
electronic energy	-4923.83983	a.u.